The following is a DFT calculation (the ωB97M-V functional and the def2-TZVPD basis) of a cluster of 3 separate species, C23H55IN10O2P2 in total.

Results
Net charge   0
DFT total energy   -70407.9072 eV
HOMO level   -7.6085 eV
SMILES string   C[C@](C#N)(CCN)[C@@](C#N)(CN)CCCI.CN(C)P(=O)(N(C)C)N(C)C.CN(C)P(=O)(N(C)C)N(C)C
Strongest force on any atom   7.9 eV Å⁻¹
Spin multiplicity   1

Last column: Löwdin charge in e.
Cartesian coordinates (Å):
C  3.382  -3.296  1.309  -0.07
C  2.709  -2.923  -0.103  -0.34
C  2.377  -1.316  0.022  -0.14
N  2.131  -0.135  0.139  0.13
C  1.263  -3.617  -0.208  -0.15
C  1.240  -5.190  -0.479  -0.26
N  1.978  -6.037  0.504  -0.02
C  3.662  -3.063  -1.395  -0.30
C  2.687  -2.865  -2.701  -0.12
N  1.960  -2.629  -3.648  0.15
C  4.759  -1.860  -1.545  -0.21
N  5.525  -1.585  -0.295  -0.01
C  4.385  -4.468  -1.626  -0.15
C  5.596  -4.824  -0.631  -0.29
C  6.961  -5.109  -1.487  -0.66
I  8.755  -5.034  -0.246  0.67
H  2.524  -3.261  2.091  0.10
H  3.784  -4.377  1.365  0.08
H  4.161  -2.538  1.677  0.08
H  0.550  -3.109  -0.971  0.12
H  0.748  -3.446  0.819  0.13
H  1.543  -5.371  -1.581  0.11
H  0.127  -5.521  -0.426  0.13
H  2.567  -6.753  0.048  0.07
H  1.298  -6.532  1.095  0.07
H  5.515  -2.186  -2.346  0.13
H  4.253  -0.906  -1.952  0.13
H  6.406  -1.122  -0.609  0.09
H  5.053  -0.852  0.279  0.07
H  3.694  -5.383  -1.664  0.10
H  4.856  -4.414  -2.688  0.12
H  5.757  -4.102  0.236  0.07
H  5.348  -5.850  -0.147  0.11
H  6.857  -6.208  -1.837  0.06
H  7.015  -4.482  -2.442  0.05
O  -1.833  -1.775  -2.162  -0.32
P  -1.658  -0.266  -2.429  0.77
N  -3.108  0.107  -1.614  -0.35
C  -4.404  0.547  -2.071  -0.14
C  -3.086  -0.023  -0.158  -0.13
N  -1.893  -0.488  -4.128  -0.33
C  -3.058  -0.075  -4.883  -0.15
C  -1.455  -1.789  -4.667  -0.15
N  -1.409  1.454  -2.728  -0.29
C  -2.129  2.599  -2.211  -0.12
C  -0.527  1.846  -3.830  -0.13
H  -4.686  1.491  -1.587  0.08
H  -5.179  -0.189  -1.834  0.09
H  -4.470  0.744  -3.133  0.04
H  -2.484  0.775  0.287  0.05
H  -2.652  -0.982  0.145  0.07
H  -4.082  0.022  0.284  0.08
H  -3.937  -0.680  -4.636  0.09
H  -2.885  -0.174  -5.961  0.08
H  -3.276  0.986  -4.739  0.07
H  -2.195  -2.573  -4.475  0.08
H  -0.502  -2.091  -4.226  0.03
H  -1.290  -1.738  -5.747  0.08
H  -3.014  2.814  -2.817  0.09
H  -1.507  3.501  -2.221  0.08
H  -2.419  2.483  -1.166  0.06
H  -1.094  2.023  -4.749  0.08
H  0.226  1.079  -4.023  0.08
H  0.028  2.763  -3.600  0.08
O  -1.807  5.706  1.937  -0.31
P  -2.508  4.603  2.755  0.77
N  -2.369  5.487  4.205  -0.36
C  -1.556  5.315  5.385  -0.14
C  -3.230  6.663  4.334  -0.13
N  -1.202  3.495  2.497  -0.33
C  -0.255  3.054  3.501  -0.14
C  -0.457  3.664  1.238  -0.14
N  -3.362  3.330  3.629  -0.29
C  -3.856  3.310  4.990  -0.12
C  -3.397  1.990  3.041  -0.14
H  -2.184  5.247  6.282  0.08
H  -0.873  6.160  5.523  0.09
H  -0.951  4.417  5.394  0.04
H  -4.273  6.362  4.473  0.06
H  -3.177  7.290  3.438  0.07
H  -2.949  7.298  5.176  0.08
H  0.426  3.859  3.799  0.09
H  0.359  2.227  3.128  0.08
H  -0.762  2.643  4.378  0.07
H  0.271  4.479  1.307  0.08
H  -1.135  3.870  0.407  0.05
H  0.084  2.751  0.973  0.08
H  -3.073  3.004  5.690  0.09
H  -4.683  2.601  5.105  0.08
H  -4.275  4.266  5.305  0.07
H  -2.586  1.364  3.425  0.09
H  -3.321  2.037  1.953  0.05
H  -4.342  1.476  3.254  0.08

The following is a DFT calculation (the ωB97M-V functional and the def2-TZVPD basis) of a structure of composition C23H57BF2GeN2O8P3SSi3Ti.

Results
Net charge   -2
DFT total energy   -192228.1805 eV
HOMO level (spin up / spin down)   -1.4493 / -1.6158 eV
Strongest force on any atom   1.1 eV Å⁻¹
Relative energy (zero: lowest compared OMol25 entry of this formula, charge and spin)   0.0 kcal/mol
Spin multiplicity   2

Last column: Mulliken spin population.
Cartesian coordinates (Å):
Ti  1.010  -0.636  0.264  0.92
N  1.257  -4.893  -1.860  0.00
C  0.274  -4.437  -0.792  0.00
C  -0.724  -5.554  -0.509  0.00
P  1.363  -4.051  0.688  0.00
O  0.965  -5.211  1.760  0.00
O  2.740  -4.343  0.201  0.00
O  0.921  -2.763  1.311  0.00
P  -0.628  -3.015  -1.641  -0.01
O  -2.182  -3.278  -1.296  0.00
O  -0.391  -3.309  -3.081  0.00
O  -0.318  -1.706  -0.995  -0.07
H  1.214  -5.900  -1.983  0.00
H  2.198  -4.614  -1.509  0.00
H  0.986  -4.386  -2.739  0.00
H  -0.205  -6.458  -0.178  0.00
H  -1.333  -5.774  -1.388  0.00
H  -1.400  -5.244  0.285  0.00
H  0.423  -4.802  2.445  0.00
H  -2.488  -2.494  -0.805  0.00
O  -0.614  -0.457  1.728  0.03
N  -0.336  -0.216  3.020  0.01
C  -0.447  -1.323  3.808  0.00
C  -0.428  -1.290  5.171  0.00
C  -0.266  -0.017  5.764  0.00
C  -0.066  1.071  4.972  0.00
C  -0.020  1.019  3.524  0.00
S  0.428  2.323  2.608  0.00
H  -0.530  -2.226  3.226  0.00
H  -0.522  -2.206  5.735  0.00
H  -0.277  0.096  6.843  0.00
H  0.101  2.055  5.387  0.00
C  -5.032  -1.148  0.590  0.00
P  -3.229  -0.883  0.953  0.00
C  -3.414  0.331  2.328  0.00
C  -3.000  -2.478  1.867  0.00
H  -5.613  -1.398  1.485  0.00
H  -5.142  -1.953  -0.140  0.00
H  -5.448  -0.242  0.144  0.00
H  -4.469  0.516  2.538  0.00
H  -2.928  1.270  2.062  0.00
H  -2.928  -0.038  3.232  0.00
H  -3.284  -2.391  2.919  0.00
H  -1.955  -2.783  1.804  0.00
H  -3.615  -3.248  1.397  0.00
C  -3.439  2.555  -1.253  0.00
Si  -1.723  3.225  -0.799  0.00
C  -1.507  4.729  -1.934  0.00
C  -2.054  4.099  0.836  0.00
Ge  -0.040  1.518  -1.101  0.03
Si  1.729  2.998  -1.788  -0.01
C  1.675  3.960  -3.422  0.00
C  3.336  2.033  -1.962  0.03
C  2.109  4.301  -0.471  0.00
Si  -0.798  0.973  -3.331  -0.01
C  -2.258  -0.229  -3.392  0.00
C  0.583  0.138  -4.302  0.01
C  -1.413  2.353  -4.483  0.00
H  -4.169  3.372  -1.234  0.00
H  -3.760  1.791  -0.539  0.00
H  -3.464  2.096  -2.240  0.00
H  -2.381  5.379  -1.814  0.00
H  -1.415  4.468  -2.986  0.00
H  -0.619  5.300  -1.661  0.00
H  -2.846  4.834  0.645  0.00
H  -1.174  4.621  1.214  0.00
H  -2.373  3.429  1.632  0.00
H  1.582  3.290  -4.277  0.00
H  2.623  4.501  -3.514  0.00
H  0.861  4.682  -3.478  0.00
H  3.265  1.247  -2.717  0.00
H  3.598  1.532  -1.029  -0.01
H  4.151  2.712  -2.240  0.00
H  1.399  5.130  -0.489  0.00
H  3.114  4.702  -0.642  0.00
H  2.074  3.870  0.532  0.00
H  -1.956  -1.243  -3.162  0.00
H  -2.668  -0.234  -4.409  0.00
H  -3.054  0.041  -2.696  0.00
H  0.838  -0.825  -3.857  0.00
H  1.492  0.745  -4.312  0.00
H  0.268  -0.035  -5.337  0.00
H  -2.313  2.844  -4.109  0.00
H  -1.658  1.879  -5.439  0.00
H  -0.671  3.131  -4.662  0.00
F  3.930  -1.133  -1.210  0.01
B  2.579  -1.312  -1.245  0.03
F  2.346  -2.268  -2.239  0.01
C  4.419  0.894  1.657  0.00
C  3.497  -0.201  2.189  0.01
C  3.123  0.095  3.641  0.00
C  4.168  -1.569  2.093  0.01
O  2.332  -0.200  1.412  0.03
H  5.294  1.017  2.304  0.00
H  3.877  1.840  1.612  0.00
H  4.759  0.640  0.652  0.00
H  4.015  0.059  4.274  0.00
H  2.408  -0.645  4.006  0.00
H  2.672  1.084  3.723  0.00
H  5.016  -1.621  2.784  0.00
H  4.519  -1.760  1.080  0.00
H  3.453  -2.353  2.348  0.00

The following is a DFT calculation (the ωB97M-V functional and the def2-TZVPD basis) of a cluster of 6 separate species, C23H58NO15S2 in total.

Results
Net charge   -1
DFT total energy   -78655.1017 eV
HOMO level   -5.2608 eV
Strongest force on any atom   4.9 eV Å⁻¹
Spin multiplicity   1

Last column: Löwdin charge in e.
Cartesian coordinates (Å):
O  7.891  -1.925  1.043  -0.47
S  7.483  -2.019  2.533  0.65
O  7.095  -3.449  3.011  -0.50
N  6.236  -0.906  3.034  -0.42
S  5.267  -0.340  1.697  0.65
O  4.922  -1.420  0.636  -0.43
O  5.879  0.967  1.088  -0.47
C  3.590  0.168  2.460  -0.24
C  2.994  -1.228  3.136  -0.20
C  1.686  -1.836  2.331  -0.24
O  1.653  -1.515  0.895  -0.15
H  8.650  -1.671  3.287  0.06
H  3.762  0.981  3.315  0.11
H  2.866  0.658  1.682  0.10
H  3.835  -2.072  3.063  0.10
H  2.776  -1.119  4.298  0.11
H  0.732  -1.465  2.898  0.10
H  1.767  -3.015  2.424  0.13
H  0.675  -1.313  0.694  0.10
C  -4.809  -0.649  4.254  -0.11
O  -4.550  -2.015  3.945  -0.20
C  -3.728  -2.160  2.784  -0.19
C  -2.270  -2.440  3.164  -0.19
O  -1.680  -1.317  3.826  -0.22
C  -1.639  -1.483  5.239  -0.10
H  -5.200  -0.597  5.275  0.09
H  -3.908  -0.035  4.196  0.07
H  -5.565  -0.253  3.572  0.09
H  -3.806  -1.278  2.136  0.12
H  -4.115  -3.020  2.225  0.12
H  -1.695  -2.608  2.247  0.12
H  -2.189  -3.343  3.780  0.13
H  -0.825  -2.164  5.506  0.09
H  -2.583  -1.867  5.636  0.08
H  -1.444  -0.508  5.693  0.08
C  1.383  -0.123  -1.975  -0.09
O  0.136  0.253  -1.398  -0.21
C  -0.046  1.671  -1.382  -0.19
C  -0.954  2.129  -2.529  -0.18
O  -0.339  1.907  -3.801  -0.22
C  -0.830  0.735  -4.442  -0.10
H  1.347  -1.193  -2.202  0.10
H  1.590  0.420  -2.900  0.07
H  2.190  0.053  -1.260  0.09
H  0.919  2.190  -1.411  0.13
H  -0.531  1.920  -0.432  0.12
H  -1.118  3.208  -2.437  0.12
H  -1.933  1.637  -2.478  0.12
H  -1.816  0.935  -4.870  0.09
H  -0.893  -0.114  -3.755  0.07
H  -0.143  0.473  -5.251  0.09
C  -2.834  -4.516  -1.318  -0.11
O  -3.253  -3.156  -1.255  -0.20
C  -2.687  -2.366  -2.305  -0.19
C  -3.691  -2.150  -3.442  -0.19
O  -3.999  -3.379  -4.107  -0.19
C  -5.241  -3.927  -3.680  -0.11
H  -3.494  -5.107  -0.676  0.09
H  -2.888  -4.917  -2.333  0.08
H  -1.812  -4.606  -0.944  0.09
H  -1.759  -2.817  -2.677  0.13
H  -2.435  -1.393  -1.871  0.12
H  -3.238  -1.489  -4.189  0.11
H  -4.604  -1.665  -3.076  0.13
H  -6.065  -3.380  -4.149  0.08
H  -5.353  -3.897  -2.592  0.08
H  -5.284  -4.971  -4.003  0.09
C  2.226  2.454  -5.311  -0.11
O  2.831  1.170  -5.427  -0.20
C  3.202  0.867  -6.775  -0.20
C  4.700  1.093  -7.004  -0.19
O  5.043  2.477  -6.888  -0.20
C  5.618  2.788  -5.624  -0.11
H  2.215  2.732  -4.252  0.09
H  2.774  3.219  -5.864  0.08
H  1.195  2.411  -5.670  0.07
H  2.601  1.447  -7.486  0.12
H  2.980  -0.193  -6.936  0.12
H  4.949  0.787  -8.026  0.12
H  5.301  0.484  -6.317  0.13
H  6.659  2.452  -5.602  0.09
H  5.067  2.332  -4.798  0.09
H  5.597  3.874  -5.496  0.09
C  -3.749  4.428  5.012  -0.11
O  -3.489  3.062  4.704  -0.20
C  -2.668  2.916  3.542  -0.19
C  -1.210  2.637  3.922  -0.18
O  -0.620  3.760  4.585  -0.19
C  -0.579  3.594  5.998  -0.11
H  -4.140  4.480  6.033  0.09
H  -2.848  5.042  4.955  0.08
H  -4.504  4.824  4.330  0.08
H  -2.746  3.798  2.895  0.12
H  -3.054  2.057  2.984  0.11
H  -0.634  2.469  3.006  0.12
H  -1.129  1.734  4.539  0.11
H  0.235  2.913  6.264  0.09
H  -1.523  3.210  6.394  0.08
H  -0.384  4.569  6.452  0.09

Question: The lowest net charge belongs to which entry?
Answer: C23H57BF2GeN2O8P3SSi3Ti

Question: Among the records above, which one has the highest net charge?
Answer: C23H55IN10O2P2

Question: Among the records above, which one has the highest DFT total energy?
Answer: C23H55IN10O2P2

Question: The highest DFT total energy belongs to which entry?
Answer: C23H55IN10O2P2